84
Properties=species:S:1:pos:R:3 method="wB97M-V/def2-TZVPD" lumo_ev=0.37 smiles=CC1(C)CCCC(C)(C)N1O.CC1(C)CCCC(C)(C)N1O.CO.CO.CO.CO gap_ev=8.39 homo_energy_ev=-8.016 e_tot_ev=-38949.89834 spin_multiplicity=1
C -0.462 -2.914 0.597
C -0.408 -3.670 1.940
C 0.988 -3.647 2.605
C 1.412 -2.297 3.286
C 0.398 -1.821 4.285
C -1.039 -1.931 3.743
N -1.333 -3.157 3.010
O -2.663 -3.304 2.707
C -1.882 -2.052 5.023
C -1.421 -0.671 2.990
C -0.664 -5.163 1.663
H 0.076 -3.369 -0.234
H -0.075 -1.897 0.647
H -1.509 -2.837 0.303
H 1.145 -4.437 3.340
H 1.743 -3.717 1.822
H 1.721 -1.604 2.503
H 2.323 -2.447 3.864
H 0.586 -0.758 4.434
H 0.578 -2.345 5.224
H -2.953 -2.122 4.834
H -1.747 -2.947 5.630
H -1.696 -1.348 5.834
H -2.333 -0.743 2.398
H -1.535 0.153 3.694
H -0.598 -0.292 2.383
H -1.621 -5.304 1.161
H -0.685 -5.715 2.603
H 0.100 -5.498 0.962
H -2.847 -4.157 3.107
C 0.536 4.506 -2.066
C -0.828 3.763 -2.154
C -0.555 2.288 -2.509
C -1.770 1.387 -2.311
C -2.365 1.519 -0.922
C -2.651 2.988 -0.496
N -1.490 3.820 -0.834
O -1.674 5.135 -0.367
C -3.983 3.533 -1.149
C -2.817 2.855 1.096
C -1.760 4.419 -3.277
H 1.182 4.191 -1.247
H 0.400 5.579 -1.928
H 1.090 4.381 -2.997
H -0.323 2.100 -3.558
H 0.278 1.840 -1.968
H -1.477 0.347 -2.451
H -2.589 1.638 -2.985
H -1.640 1.139 -0.202
H -3.280 0.927 -0.909
H -4.215 3.173 -2.152
H -4.835 3.278 -0.519
H -3.921 4.621 -1.192
H -3.406 1.964 1.312
H -1.860 2.654 1.578
H -3.211 3.707 1.651
H -2.372 5.159 -2.760
H -2.317 3.625 -3.774
H -1.097 4.980 -3.936
H -1.237 5.155 0.487
C 3.533 -4.304 -0.941
O 2.707 -5.222 -0.239
H 3.411 -4.482 -2.009
H 3.301 -3.272 -0.678
H 4.578 -4.416 -0.651
H 3.309 -5.939 -0.026
C 2.089 -1.834 -4.933
O 2.991 -1.662 -3.859
H 1.760 -0.900 -5.388
H 2.577 -2.403 -5.725
H 1.164 -2.195 -4.485
H 2.781 -0.877 -3.348
C 4.028 3.937 -0.987
O 3.300 2.766 -0.627
H 4.500 4.498 -0.180
H 4.883 3.677 -1.610
H 3.378 4.510 -1.649
H 2.624 3.037 -0.001
C 2.124 -0.174 -0.896
O 2.471 0.555 -2.018
H 1.233 0.228 -0.413
H 1.837 -1.189 -1.170
H 2.987 -0.288 -0.240
H 3.024 1.292 -1.747



17
Properties=species:S:1:pos:R:3 method="wB97M-V/def2-TZVPD" lumo_ev=0.37 smiles=CC.O.O.O gap_ev=11.26 homo_energy_ev=-10.894 e_tot_ev=-8410.50112 spin_multiplicity=1
C -0.728 -0.103 2.214
C -0.704 0.887 1.052
H 0.023 -0.899 2.117
H -1.662 -0.656 2.267
H -0.537 0.368 3.189
H -1.489 0.515 0.397
H -0.877 1.930 1.222
H 0.261 0.867 0.526
H -1.962 0.830 -1.052
H -2.246 0.278 -2.507
O -1.868 0.986 -2.004
H 1.318 -1.247 -2.852
H 0.907 -2.268 -2.031
O 1.593 -1.588 -1.979
H 3.200 0.211 0.416
H 2.379 -0.345 -0.875
O 2.392 0.236 -0.101



50
Properties=species:S:1:pos:R:3 method="wB97M-V/def2-TZVPD" lumo_ev=0.30 smiles="CCn1c(SCC(=O)Nc2ccc(C(C)=O)cc2)nc2c([nH]c3ccccc32)c1=O" gap_ev=8.16 homo_energy_ev=-7.866 e_tot_ev=-46078.98570 spin_multiplicity=1
C 4.027 1.815 -2.128
H 3.791 1.313 -3.063
C 2.751 2.220 -1.398
N 1.941 1.061 -1.066
C 1.142 0.470 -1.994
N 0.435 -0.594 -1.823
C 0.468 -1.145 -0.588
C 1.220 -0.589 0.448
N 1.017 -1.310 1.592
C 0.129 -2.315 1.322
C -0.412 -3.274 2.169
C -1.321 -4.158 1.630
C -1.693 -4.102 0.282
C -1.163 -3.159 -0.568
C -0.239 -2.255 -0.046
H -1.456 -3.090 -1.603
H -2.416 -4.812 -0.090
H -1.766 -4.910 2.265
H -0.144 -3.307 3.213
H 1.427 -1.101 2.487
C 2.012 0.584 0.263
O 2.671 1.169 1.106
S 0.920 1.280 -3.552
C -0.607 0.447 -4.094
H -0.360 -0.531 -4.504
H -1.020 1.082 -4.880
C -1.605 0.259 -2.954
O -2.292 -0.724 -2.869
N -1.676 1.346 -2.109
C -1.740 1.224 -0.719
C -2.372 0.153 -0.093
C -2.200 -0.034 1.261
C -1.417 0.836 2.024
C -0.876 1.963 1.404
C -1.040 2.155 0.050
H -0.583 3.010 -0.431
H -0.294 2.678 1.963
C -1.137 0.474 3.432
O -1.587 -0.537 3.929
C -0.220 1.391 4.204
H -0.666 2.379 4.291
H 0.737 1.487 3.693
H -0.060 0.984 5.200
H -2.642 -0.888 1.753
H -2.936 -0.551 -0.681
H -1.137 2.152 -2.411
H 2.999 2.701 -0.449
H 2.160 2.901 -2.016
H 4.617 1.148 -1.505
H 4.616 2.701 -2.347